ORCA calculation (the ωB97M-V functional and the def2-TZVPD basis) on C27H33NO8 in the gas phase in a non-equilibrium geometry.

Its LUMO energy is 0.266 eV. The calculation puts the frontier orbital gap at 8.16 eV. Its HOMO energy is -7.89 eV. The total energy is -46403.2049 eV. The relative energy (zero: lowest compared OMol25 entry of this formula, charge and spin) comes out at 23.0 kJ/mol. As for the structure (SMILES): CCN(CC)C(=O)C[C@@H](c1cc(OC)c(OC)c(OC)c1)c1c(OC)cc(OC)c2ccc(=O)oc12.

Each line ends with the natural charge from an NBO analysis.
Atoms and positions in Å:
O -0.30555 -4.55017 2.85854  -0.51
O -0.71820 2.65296 1.18250  -0.49
H -4.56484 0.85806 -0.81654  0.21
H -3.26979 2.79637 0.13650  0.23
C -1.49885 1.10594 -1.15835  0.70
O 3.77553 3.27431 -0.16716  -0.51
H 5.48724 2.16299 0.21411  0.18
O -0.54732 0.70599 -1.81562  -0.68
H -0.00928 3.67803 -2.06124  0.21
C 0.78920 -5.43007 3.01451  -0.25
C -0.92854 4.00950 -2.53845  -0.62
H 3.83280 0.58181 -0.17760  0.23
H -3.56748 3.70490 -1.32922  0.20
C 1.54844 2.97721 0.51092  -0.28
C -0.95910 -6.37058 -0.65981  -0.24
C -0.33511 -3.19930 -3.04604  -0.25
H -0.04925 5.93717 1.05133  0.23
N -2.23712 2.15616 -1.58336  -0.45
H 2.91088 -2.82931 -0.00924  0.21
C 2.89172 1.03049 0.08904  -0.45
H -5.53533 2.33172 -0.78388  0.21
H -4.82417 1.77342 -2.30153  0.20
C -0.70238 -0.07894 0.98201  -0.26
O -2.08133 4.34128 1.55665  -0.59
C 2.77776 2.40324 0.12573  0.45
H 3.96908 -1.54063 0.61415  0.18
C 3.11877 -1.76056 -0.04033  -0.25
H 0.82698 -6.18176 2.22473  0.20
C -1.90742 0.43259 0.14105  -0.50
C -0.30694 -4.34018 0.42939  0.16
H -1.30512 -2.69540 -3.09842  0.18
C -0.35530 -3.47290 -0.67761  0.32
H -1.27788 2.07342 -3.41098  0.23
H 4.93361 2.16747 -1.48656  0.18
H -2.50484 1.10384 0.74896  0.24
H -0.48370 -6.31354 -1.64136  0.19
H -2.72051 3.11386 -3.36585  0.19
C -3.41958 2.69542 -0.93994  -0.22
O 1.93636 -1.14738 0.41133  -0.51
C -0.45075 -2.41093 1.88503  -0.29
C -0.49939 -2.10964 -0.48171  -0.38
H -0.67788 4.51225 -3.46879  0.21
H -1.42456 4.71902 -1.87889  0.20
H 0.45891 -2.44702 -3.05088  0.18
C 1.34860 4.38405 0.61194  -0.09
C 0.14648 4.88087 0.97024  -0.35
C -0.33187 -3.78550 1.71433  0.27
H -2.52719 -0.42917 -0.11876  0.24
C -0.54066 -1.56726 0.79558  0.13
C -4.66434 1.85829 -1.22862  -0.61
H -1.96933 -5.95821 -0.72479  0.17
C -0.95902 3.99789 1.25901  0.74
H -0.22092 -3.85359 -3.90977  0.19
C 0.46938 2.12564 0.79994  0.44
H 2.18424 5.02953 0.38820  0.23
C 1.80724 0.19481 0.39024  0.46
H -0.47495 -2.02888 2.89363  0.22
H 1.73338 -4.87323 3.02842  0.16
C 0.55464 0.73341 0.71118  -0.16
C -1.82692 2.80726 -2.81654  -0.22
O -0.24813 -4.04143 -1.92246  -0.52
H 5.64458 3.63572 -0.77305  0.20
H 3.35866 -1.47020 -1.06772  0.18
H 0.64119 -5.91421 3.97876  0.19
O -0.19841 -5.71072 0.32908  -0.52
H -0.95774 0.09577 2.03430  0.23
H -1.01394 -7.41156 -0.33950  0.18
H -0.52129 -1.43204 -1.31839  0.25
C 5.02302 2.76428 -0.57383  -0.25

***

ORCA calculation (the ωB97M-V functional and the def2-TZVPD basis) on C4H4O in the gas phase in a non-equilibrium geometry.

Its LUMO energy is 0.921 eV. The calculation puts the frontier orbital gap at 9.77 eV. Its HOMO energy is -8.85 eV. The total energy is -6256.7285 eV. The relative energy (zero: lowest compared OMol25 entry of this formula, charge and spin) comes out at 255.8 kJ/mol. As for the structure (SMILES): c1ccoc1.

Each line ends with the natural charge from an NBO analysis.
Atoms and positions in Å:
C 0.89332 0.50642 0.79699  0.17
C 0.88010 -0.73267 0.18575  -0.50
H -0.52088 -1.45525 -1.36579  0.23
H -1.78488 0.97256 -0.85349  0.21
H 0.19761 -1.50323 0.61182  0.29
C -0.85983 0.54776 -0.50901  0.06
H 1.56885 1.00775 1.48493  0.20
O -0.12620 1.28333 0.37266  -0.39
C -0.24808 -0.62668 -0.72385  -0.27

***

ORCA calculation (the ωB97M-V functional and the def2-TZVPD basis) on a molecular structure, C29H55ClIMnN5O7P2SSi.

Its LUMO energy (spin up / spin down) is -4.278 / -2.762 eV. The calculation puts the frontier orbital gap (spin up / spin down) at 5.95 / 7.54 eV. Its HOMO energy (spin up / spin down) is -10.22 / -10.30 eV. The spin multiplicity is 5. The total energy is -141990.9032 eV. Its charge is +1. The relative energy (zero: lowest compared OMol25 entry of this formula, charge and spin) comes out at 75.3 kJ/mol.

Each line ends with the Löwdin charge.
Atoms and positions in Å:
H -1.02341 -3.50991 -1.48778  0.07
H 1.39984 3.38285 -3.83370  0.08
C 2.06600 -2.53591 -1.98208  -0.15
C 2.90329 -0.06068 1.16595  -0.01
C -3.24944 3.75170 -3.74043  -0.08
H 0.93324 -1.35804 3.69898  0.08
C -0.49013 -5.68333 2.04012  -0.02
H -4.03239 -1.41841 3.09777  0.09
C -1.00075 -4.12512 3.92949  -0.02
H -3.17262 -5.15558 2.53911  0.10
H -1.87218 1.02839 1.21763  0.05
H 0.42232 3.86343 -5.23415  0.10
N -2.94957 2.49044 -3.06831  -0.29
H 1.16330 0.33379 3.23615  0.08
Cl 5.06344 -5.16734 -2.41168  0.72
H -0.79065 0.51855 -4.95120  0.09
C 4.77236 -2.49752 -2.46761  -0.16
H 2.35848 0.82731 0.85362  0.06
N 1.57889 3.78959 -1.04379  -0.30
H -3.69548 1.10986 -1.66830  0.07
H 2.65291 2.05372 -1.52265  0.02
O 0.72363 -1.09586 1.00522  -0.22
H -2.94335 0.93226 4.85061  0.09
H 1.58731 4.09813 1.55361  0.08
H -3.84027 -0.59997 1.53602  0.06
H 1.92560 5.58563 -2.06535  0.09
C 1.99764 -4.93938 -1.95822  0.01
H 2.73407 -2.78689 0.74289  0.08
C 4.05057 -1.28372 -2.38453  -0.64
H -2.71558 -4.52785 0.94744  0.09
H -4.91369 1.89526 -2.68382  0.09
H 0.82437 0.71718 -4.22421  0.07
H -1.50354 5.50141 0.85746  0.09
H 0.59271 5.64425 -0.90793  0.08
C 4.15090 -3.69865 -2.31482  -0.61
C 0.64819 -4.85828 -1.76873  -0.02
C -3.76197 -0.47766 2.61644  -0.03
C -3.98659 2.04903 -2.13205  -0.07
C 1.62220 -0.65678 3.22654  -0.02
O -1.31723 0.76233 -2.14040  -0.38
H -2.64087 1.99962 2.48573  0.09
H -2.46190 4.00037 -4.44899  0.08
H -4.16651 2.79700 -1.35228  0.09
C 2.58298 -2.46327 1.77442  0.00
C 0.57357 3.87813 1.89467  -0.06
H -1.25734 0.38554 4.82860  0.09
H 0.05596 -4.12756 4.20340  0.09
H 0.56726 -5.66451 2.30652  0.09
N -0.47296 2.40383 -4.04081  -0.27
H -0.01830 4.42316 -3.62010  0.08
H 1.95547 -3.19584 2.27863  0.08
H -2.28953 4.12459 0.06648  0.07
C -2.35607 -0.06314 3.02606  -0.62
C -1.62960 4.41531 0.87753  -0.08
H -3.36098 4.57082 -3.02270  0.09
N 0.72050 -2.47646 -1.74509  0.05
O 0.56909 1.53698 -0.41158  -0.30
O -0.45662 -3.35104 1.70137  -0.14
H -1.50167 -4.91205 4.49472  0.10
H 3.66555 0.23078 1.88969  0.10
C 2.82174 3.11942 -1.40519  -0.12
C 2.75287 -3.75477 -2.08311  -0.17
H 0.03627 -5.74527 -1.69156  0.12
C -2.27560 0.13042 4.53255  -0.02
H 3.58548 3.27197 -0.63710  0.09
H 3.41314 -0.48063 0.29911  0.07
C 0.03931 -3.59959 -1.66007  -0.12
Mn 0.18801 -0.47713 -1.20900  0.79
H 5.83554 -2.46963 -2.66077  0.10
O -0.92373 3.23030 -1.62801  -0.25
H -2.56786 -0.78512 5.04764  0.09
C -2.62300 -4.36784 2.02309  -0.02
H 2.26546 5.65529 -0.32865  0.09
H -4.47738 0.28286 2.93304  0.09
C -1.92318 1.19890 2.29476  -0.03
Si -0.73307 -1.78268 1.42863  -0.08
H 2.49582 -5.89678 -2.02684  0.10
H -2.10711 4.14005 1.81858  0.08
O -1.43623 -1.13381 2.73001  -0.14
C 1.59040 5.24367 -1.08372  -0.08
H -0.57431 -5.83944 0.96390  0.07
H -1.43143 -3.16486 4.20882  0.07
H 0.60640 2.97439 2.50431  0.07
H -0.96134 -6.52336 2.55149  0.10
H -0.94167 1.52051 2.64382  0.07
I 5.09480 0.48379 -2.67405  1.00
C 0.01927 1.22146 -4.76600  -0.07
S -1.76914 -1.34005 -0.35594  0.58
H 0.40421 1.55627 -5.72790  0.09
H 3.19878 3.52337 -2.34784  0.08
C -1.15806 -4.37787 2.43741  -0.62
H 3.55634 -2.43177 2.26709  0.10
N -0.34515 3.73634 0.76158  -0.28
C 2.69963 -1.27163 -2.12713  -0.42
H -4.18000 3.64675 -4.29764  0.09
H 2.53482 -0.62423 3.82188  0.10
P 0.26173 2.98404 -0.54713  0.50
P -1.40003 2.12764 -2.72189  0.50
C 0.38291 3.58318 -4.18130  -0.08
H 0.24156 4.70801 2.51569  0.10
H -3.08725 -3.41177 2.27313  0.07
C 1.96511 -1.07319 1.80444  -0.57
O 1.93554 -0.19773 -2.00972  -0.22

***

ORCA calculation (the ωB97M-V functional and the def2-TZVPD basis) on a molecular structure, C28H30Br2N2OSTe4Tl.

Its LUMO energy is 1.585 eV. The calculation puts the frontier orbital gap at 4.83 eV. Its HOMO energy is -3.25 eV. The total energy is -219341.1671 eV. Its charge is -1. The relative energy (zero: lowest compared OMol25 entry of this formula, charge and spin) comes out at 37.1 kJ/mol.

Each line ends with the natural charge from an NBO analysis.
Atoms and positions in Å:
H 1.21898 -2.40284 -3.36824  0.22
C 0.52262 1.78056 -1.97072  0.26
C -4.84230 -1.36037 0.02854  -0.16
H 2.83294 -1.78691 -5.17451  0.23
C -4.90475 -5.18381 -0.37976  -0.61
C 2.37655 -1.02869 -4.55548  -0.28
C 5.21529 -0.79871 1.88164  -0.64
H -1.82789 0.31158 2.75087  0.24
H -4.56205 0.65230 0.70724  0.20
H -3.83951 -5.42440 -0.33470  0.23
C -3.75921 -3.06289 1.30468  -0.20
C 3.46522 2.31196 3.14668  -0.23
C -0.92830 2.07870 -0.22286  0.06
C -2.91718 0.29117 2.85973  -0.63
C 0.83031 3.14334 -1.99793  -0.32
C 4.19550 1.13711 3.10869  -0.19
H 4.52885 0.68564 4.03623  0.21
H -5.35427 -5.41344 0.59084  0.21
H -3.12817 0.07296 3.90811  0.22
H 2.91615 6.46455 1.35571  0.23
H 3.62136 5.13649 0.38666  0.23
C 2.66989 0.31220 -4.71031  -0.04
C -4.33003 -0.39337 0.87904  -0.24
O 1.87929 4.73420 3.45896  -0.99
C -4.54712 -3.47841 -2.16405  -0.59
N -0.35486 1.26909 -1.10388  -0.41
C 3.02404 2.86501 1.95952  -0.20
H 3.21562 2.80021 4.08014  0.24
C 3.29054 2.25237 0.74118  -0.24
S 2.05218 4.36607 2.02474  1.25
H -4.97529 -4.17484 -2.88860  0.20
C 0.19717 3.96670 -1.09147  -0.06
H 5.70750 -0.95468 0.92128  0.21
Br 3.88958 0.86622 -6.04645  0.06
C 2.08258 1.25841 -3.89450  -0.27
Br 0.56671 5.82064 -1.12231  0.06
H 2.32409 2.30277 -4.02128  0.22
H -4.74225 -2.46067 -2.50641  0.20
H -6.20930 -3.55175 -0.81257  0.19
H 4.52253 -1.63154 2.02251  0.25
C -3.23882 -2.09646 2.15032  -0.20
Te 0.99447 -1.06816 1.81447  -0.64
H 2.90388 2.67271 -0.18110  0.20
C -5.12743 -3.72785 -0.76807  -0.24
C -0.69416 3.44621 -0.16948  -0.23
H -3.46516 -3.62946 -2.14445  0.22
H 1.53636 3.56056 -2.69987  0.23
Tl -1.05277 -1.67659 -0.45366  0.50
H -1.60544 1.60844 0.48265  0.21
C 1.18589 0.81744 -2.92098  0.17
C 3.33602 5.45991 1.38722  -0.82
C 1.47173 -1.36477 -3.55594  0.08
Te -0.67589 -5.02833 0.61069  -0.68
H -5.35712 -5.83868 -1.12586  0.20
H -3.49749 -4.08916 1.48457  0.23
H -5.47113 -1.06158 -0.80379  0.19
H -2.57345 -2.38908 2.95422  0.23
N 0.88907 -0.47346 -2.76881  -0.39
H 4.18261 5.41228 2.07036  0.23
Te 1.99140 -5.04254 0.55003  -0.09
C 4.02625 1.07750 0.72266  -0.19
C -4.56465 -2.71499 0.21898  -0.02
C -3.51801 -0.74914 1.95126  -0.03
H 5.96583 -0.83667 2.67258  0.21
H -3.30690 1.28546 2.63616  0.20
Te 2.21536 -2.47965 -0.15515  -0.16
H -1.17719 4.07559 0.56582  0.23
C 4.48447 0.50523 1.90523  0.01
H 4.21925 0.57230 -0.21704  0.22